Formula: C8H20Br4O6
Source: the Open Molecules 2025 dataset
Level of theory: wB97M-V/def2-TZVPD

```
! wB97M-V def2-TZVPD RIJCOSX def2/J DEFGRID3
* xyz 0 1
C -5.9914 -6.2830 0.6455
C -6.4974 -5.1038 -0.2828
C -7.0762 -4.0028 0.4837
O -6.3512 -2.9014 -0.0735
C -5.1953 -3.3213 -0.7245
O -4.2087 -2.6706 -0.9718
O -5.2798 -4.6526 -0.7597
H -5.6869 -7.1027 -0.0054
H -6.8304 -6.6941 1.2069
H -5.0461 -6.1266 1.1652
H -7.2184 -5.3576 -1.0598
H -6.9912 -4.1933 1.5535
H -8.1302 -3.9032 0.2242
Br 5.6867 -2.1593 1.3896
C 6.9853 -0.7429 1.7473
C 8.2878 -0.8821 0.9230
Br 9.4928 0.5296 1.6583
H 7.2519 -0.6754 2.8020
H 6.4508 0.1733 1.4964
H 8.1771 -0.7983 -0.1581
H 8.9100 -1.7592 1.1012
Br -2.9943 5.0950 4.8822
C -2.4037 4.9053 3.0087
C -3.6112 4.6831 2.0260
Br -4.9468 6.2227 1.6727
H -1.6327 4.1363 2.9595
H -1.9812 5.8494 2.6649
H -4.1405 3.8424 2.4744
H -3.2531 4.3234 1.0614
O 2.0682 2.1861 -0.9856
H 1.8885 1.3114 -1.3305
H 2.9353 2.4052 -1.3268
O 4.2128 6.3113 -4.5051
H 4.7155 5.5346 -4.7506
H 4.8742 6.9846 -4.3457
O 7.5629 1.7671 -5.0654
H 7.4589 1.2898 -5.8885
H 8.5078 1.7793 -4.9128
*
```

Summary:
- Kohn-Sham gap: 10.511 eV
- SMILES: C[C@H]1COC(=O)O1.BrCCBr.BrCCBr.O.O.O
- HOMO energy: -10.11 eV

Atom charges from the natural (NBO) analysis, given in e for atoms 1 to 8:
1 C -0.633
2 C 0.064
3 C -0.090
4 O -0.509
5 C 0.979
6 O -0.563
7 O -0.486
8 H 0.221